(1)
ORCA calculation (ωB97M-V with the def2-TZVPD basis set) on a single C3H3BrOS molecule in a non-equilibrium geometry.

- 2S+1: 3
- Kohn-Sham gap (alpha / beta): 8.255 / 7.731 eV
- E_LUMO (alpha / beta): 0.68 / -2.76 eV

```
9
Properties=species:S:1:pos:R:3:mulliken_spin:R:1
O -1.56 1.41 0.14 -0.01
H 1.59 0.53 1.24 0.05
H -0.07 -1.05 0.95 0.01
C 1.43 0.32 0.30 0.58
Br -2.65 -1.03 -0.64 0.02
S 2.22 1.02 -0.94 1.25
C -1.30 0.29 -0.14 0.04
C 0.09 -0.40 0.04 0.04
H 0.25 -1.09 -0.95 0.02
```

---

(2)
ORCA calculation (ωB97M-V with the def2-TZVPD basis set) on a molecular structure, C3H3CdFO2 in a non-equilibrium geometry.

- Kohn-Sham gap: 5.473 eV
- E_LUMO: -13.20 eV
- Total charge: +2

```
10
Properties=species:S:1:pos:R:3:mulliken_charge:R:1
C -0.44 -0.24 0.88 -0.24
F -2.90 0.68 -0.74 -0.41
Cd 3.54 1.39 0.68 1.07
C 1.62 0.43 0.32 0.61
H -0.86 -0.47 -1.18 0.31
O 0.59 0.54 1.21 -0.06
C -0.06 -0.83 -0.39 0.06
H -0.03 -1.93 -0.40 0.33
H -2.73 0.70 0.28 0.45
O 1.26 -0.28 -0.66 -0.13
```

---

(3)
ORCA calculation (ωB97M-V with the def2-TZVPD basis set) on 2 unconnected molecules or ions with the total composition C3H3Cl in a non-equilibrium geometry.

- Kohn-Sham gap (alpha / beta): 6.858 / 6.863 eV
- E_LUMO (alpha / beta): -2.45 / -2.45 eV

```
7
Properties=species:S:1:pos:R:3:mulliken_charge:R:1
C -1.88 -1.24 0.01 -0.17
H 0.97 1.53 -0.81 0.35
H -2.02 -2.25 -0.26 0.31
Cl 1.90 -0.52 0.01 0.02
H 1.13 1.65 0.85 0.37
C -1.27 -0.22 0.15 -0.56
C 1.17 1.05 0.05 -0.32
```

---

ΔE to the lowest compared entry with this formula, charge and spin: 0.9, 86.9, 124.2 (kcal/mol)